Record 1
Entry from OMol25: a 11-piece molecular cluster, C46H123N23O6P6 overall at a distorted geometry (the ωB97M-V functional and the def2-TZVPD basis).

Cartesian coordinates (Å):
O1 -10.20 -19.61 -4.34
P1 -9.23 -18.74 -5.04
N1 -7.63 -19.26 -4.88
C1 -7.21 -20.33 -5.76
C2 -7.10 -19.38 -3.53
N2 -9.21 -17.16 -4.49
C3 -9.97 -16.75 -3.32
C4 -8.08 -16.29 -4.75
N3 -9.46 -18.65 -6.70
C5 -10.52 -19.43 -7.29
C6 -8.69 -17.71 -7.48
H1 -6.17 -20.67 -5.67
H2 -7.32 -20.03 -6.80
H3 -7.77 -21.25 -5.52
H4 -6.04 -19.09 -3.55
H5 -7.24 -20.27 -2.92
H6 -7.53 -18.55 -2.96
H7 -10.21 -15.69 -3.37
H8 -10.91 -17.29 -3.28
H9 -9.43 -17.00 -2.40
H10 -8.31 -15.27 -5.06
H11 -7.50 -16.16 -3.82
H12 -7.33 -16.74 -5.40
H13 -10.30 -19.81 -8.29
H14 -10.77 -20.32 -6.71
H15 -11.44 -18.84 -7.38
H16 -8.99 -16.67 -7.31
H17 -8.72 -17.80 -8.57
H18 -7.67 -17.81 -7.12
O2 1.01 -11.97 -6.15
P2 0.57 -13.33 -6.57
N4 -0.74 -13.84 -5.71
C7 -1.93 -13.01 -5.80
C8 -0.64 -14.79 -4.62
N5 1.82 -14.47 -6.49
C9 1.81 -15.82 -7.05
C10 3.20 -13.99 -6.23
N6 0.03 -13.48 -8.16
C11 -0.93 -14.46 -8.64
C12 0.66 -12.67 -9.19
H19 -2.80 -13.67 -5.90
H20 -1.91 -12.27 -6.60
H21 -2.13 -12.45 -4.88
H22 -0.37 -15.80 -4.96
H23 -1.59 -14.95 -4.10
H24 0.14 -14.57 -3.89
H25 0.90 -16.08 -7.57
H26 2.65 -15.97 -7.74
H27 1.98 -16.45 -6.18
H28 3.25 -13.24 -5.44
H29 3.90 -14.81 -6.05
H30 3.48 -13.53 -7.18
H31 -1.66 -14.77 -7.89
H32 -1.53 -13.99 -9.44
H33 -0.42 -15.32 -9.08
H34 0.02 -12.34 -10.01
H35 1.51 -13.17 -9.67
H36 1.04 -11.78 -8.69
O3 -13.37 -14.40 -5.58
P3 -13.26 -14.14 -7.02
N7 -12.01 -14.92 -7.85
C13 -10.65 -14.56 -7.41
C14 -12.14 -16.26 -8.40
N8 -13.01 -12.51 -7.33
C15 -12.61 -11.58 -6.28
C16 -12.72 -12.01 -8.68
N9 -14.67 -14.52 -7.87
C17 -14.71 -14.60 -9.33
C18 -15.97 -14.48 -7.21
H37 -10.33 -15.24 -6.63
H38 -10.69 -13.53 -7.06
H39 -10.02 -14.62 -8.30
H40 -11.95 -17.05 -7.67
H41 -11.61 -16.39 -9.35
H42 -13.20 -16.40 -8.62
H43 -12.92 -10.57 -6.50
H44 -13.03 -11.89 -5.32
H45 -11.53 -11.75 -6.09
H46 -13.68 -11.84 -9.19
H47 -12.33 -11.00 -8.67
H48 -12.09 -12.73 -9.21
H49 -15.39 -13.86 -9.75
H50 -13.76 -14.34 -9.79
H51 -14.92 -15.62 -9.67
H52 -16.76 -14.67 -7.93
H53 -16.19 -13.46 -6.89
H54 -16.01 -15.21 -6.40
O4 -4.69 -11.65 -5.30
P4 -5.85 -11.61 -4.39
N10 -6.31 -13.12 -3.79
C19 -5.28 -14.15 -3.80
C20 -7.37 -13.30 -2.82
N11 -7.22 -11.09 -5.24
C21 -7.11 -9.74 -5.79
C22 -7.90 -12.07 -6.08
N12 -5.73 -10.58 -3.05
C23 -6.88 -10.18 -2.26
C24 -4.42 -9.98 -2.72
H55 -5.02 -14.43 -4.82
H56 -5.60 -15.08 -3.34
H57 -4.33 -13.81 -3.37
H58 -7.66 -14.34 -2.88
H59 -8.23 -12.71 -3.16
H60 -7.04 -12.98 -1.83
H61 -7.16 -8.97 -5.02
H62 -6.23 -9.75 -6.44
H63 -7.93 -9.60 -6.50
H64 -8.85 -11.69 -6.47
H65 -7.31 -12.30 -6.97
H66 -8.16 -12.93 -5.46
H67 -6.91 -10.66 -1.28
H68 -6.95 -9.09 -2.18
H69 -7.73 -10.47 -2.88
H70 -3.72 -10.29 -3.49
H71 -3.97 -10.37 -1.81
H72 -4.57 -8.91 -2.59
O5 -6.96 -15.63 -9.45
P5 -6.42 -14.49 -10.20
N13 -5.43 -13.52 -9.22
C25 -4.96 -14.18 -8.01
C26 -4.72 -12.31 -9.62
N14 -7.54 -13.37 -10.79
C27 -8.41 -13.72 -11.90
C28 -7.96 -12.15 -10.11
N15 -5.53 -14.95 -11.55
C29 -4.82 -13.98 -12.39
C30 -5.58 -16.31 -12.08
H73 -4.42 -13.48 -7.36
H74 -4.34 -15.06 -8.21
H75 -5.79 -14.51 -7.38
H76 -4.93 -11.51 -8.92
H77 -5.05 -12.02 -10.62
H78 -3.66 -12.56 -9.71
H79 -8.40 -12.99 -12.71
H80 -8.19 -14.72 -12.29
H81 -9.44 -13.76 -11.52
H82 -7.85 -11.30 -10.78
H83 -8.99 -12.26 -9.76
H84 -7.46 -11.94 -9.17
H85 -4.35 -14.50 -13.23
H86 -5.50 -13.19 -12.70
H87 -3.98 -13.56 -11.84
H88 -5.93 -16.29 -13.12
H89 -6.29 -16.88 -11.49
H90 -4.58 -16.74 -11.95
O6 -13.60 -9.65 -2.57
P6 -12.47 -9.15 -1.76
N16 -12.57 -7.59 -1.16
C31 -13.63 -7.36 -0.15
C32 -12.09 -6.39 -1.80
N17 -11.04 -9.16 -2.64
C33 -10.91 -10.05 -3.77
C34 -9.79 -8.64 -2.09
N18 -12.21 -10.04 -0.36
C35 -11.18 -9.73 0.63
C36 -12.79 -11.35 -0.20
H91 -13.53 -8.05 0.68
H92 -14.59 -7.64 -0.58
H93 -13.56 -6.34 0.21
H94 -12.88 -5.95 -2.44
H95 -11.24 -6.46 -2.47
H96 -11.91 -5.59 -1.08
H97 -11.70 -10.79 -3.78
H98 -10.84 -9.51 -4.72
H99 -10.00 -10.66 -3.70
H100 -9.21 -8.00 -2.77
H101 -10.02 -7.99 -1.25
H102 -9.19 -9.49 -1.78
H103 -10.23 -10.16 0.33
H104 -11.09 -8.64 0.71
H105 -11.44 -10.09 1.63
H106 -13.66 -11.48 -0.84
H107 -13.17 -11.43 0.83
H108 -12.04 -12.14 -0.32
C37 -6.41 -18.49 0.65
C38 -6.50 -17.53 -0.44
N19 -6.55 -16.80 -1.32
H109 -6.93 -18.08 1.52
H110 -5.35 -18.58 0.92
H111 -6.82 -19.46 0.39
C39 -2.69 -10.18 3.39
C40 -3.23 -10.41 2.06
N20 -3.67 -10.57 1.01
H112 -3.46 -10.45 4.11
H113 -2.41 -9.13 3.48
H114 -1.88 -10.90 3.53
C41 -3.94 -7.35 -6.22
C42 -4.26 -6.20 -5.39
N21 -4.42 -5.30 -4.70
H115 -3.11 -7.91 -5.80
H116 -3.64 -7.02 -7.22
H117 -4.82 -7.98 -6.34
C43 -5.48 -6.62 -1.39
C44 -4.64 -5.92 -0.39
N22 -3.99 -5.40 0.39
H118 -6.37 -6.02 -1.51
H119 -5.64 -7.66 -1.13
H120 -4.94 -6.66 -2.34
C45 -4.16 -14.02 -0.46
C46 -2.79 -13.77 -0.94
N23 -1.74 -13.58 -1.36
H121 -4.08 -14.70 0.38
H122 -4.73 -14.48 -1.27
H123 -4.65 -13.07 -0.25

Calculated values
* gap between HOMO and LUMO: 0.305 Eh
* E: -5585.65187 hartree
* HOMO: -8.1 eV
* F_max: 0.040 hartree/bohr
* energy relative to the best compared isomer or geometry (same formula, charge and spin): 14.7 kcal per mole
* LUMO level: 0.0085 hartree

Atom charges from the Löwdin analysis, given in e for atoms 1 to 99: atom 1 (O): -0.2782, atom 2 (P): 0.5318, atom 3 (N): -0.3015, atom 4 (C): -0.1181, atom 5 (C): -0.1323, atom 6 (N): -0.2802, atom 7 (C): -0.1002, atom 8 (C): -0.1401, atom 9 (N): -0.2920, atom 10 (C): -0.1150, atom 11 (C): -0.1197, atom 12 (H): 0.0807, atom 13 (H): 0.0686, atom 14 (H): 0.0867, atom 15 (H): 0.0842, atom 16 (H): 0.0859, atom 17 (H): 0.0368, atom 18 (H): 0.0837, atom 19 (H): 0.0788, atom 20 (H): 0.0700, atom 21 (H): 0.0722, atom 22 (H): 0.0369, atom 23 (H): 0.0704, atom 24 (H): 0.0847, atom 25 (H): 0.0749, atom 26 (H): 0.0522, atom 27 (H): 0.0437, atom 28 (H): 0.0878, atom 29 (H): 0.0642, atom 30 (O): -0.2867, atom 31 (P): 0.5252, atom 32 (N): -0.3048, atom 33 (C): -0.1222, atom 34 (C): -0.1096, atom 35 (N): -0.3057, atom 36 (C): -0.1123, atom 37 (C): -0.0985, atom 38 (N): -0.3041, atom 39 (C): -0.1191, atom 40 (C): -0.1190, atom 41 (H): 0.0533, atom 42 (H): 0.0846, atom 43 (H): 0.0767, atom 44 (H): 0.0664, atom 45 (H): 0.0672, atom 46 (H): 0.0781, atom 47 (H): 0.0581, atom 48 (H): 0.0800, atom 49 (H): 0.0806, atom 50 (H): 0.0732, atom 51 (H): 0.0743, atom 52 (H): 0.0782, atom 53 (H): 0.0666, atom 54 (H): 0.0663, atom 55 (H): 0.0697, atom 56 (H): 0.0750, atom 57 (H): 0.0771, atom 58 (H): 0.0718, atom 59 (O): -0.2791, atom 60 (P): 0.5272, atom 61 (N): -0.3004, atom 62 (C): -0.0844, atom 63 (C): -0.0989, atom 64 (N): -0.3034, atom 65 (C): -0.1192, atom 66 (C): -0.1091, atom 67 (N): -0.3047, atom 68 (C): -0.1459, atom 69 (C): -0.0967, atom 70 (H): 0.0697, atom 71 (H): 0.0564, atom 72 (H): 0.0841, atom 73 (H): 0.0611, atom 74 (H): 0.0950, atom 75 (H): 0.0592, atom 76 (H): 0.0898, atom 77 (H): 0.0723, atom 78 (H): 0.0585, atom 79 (H): 0.0761, atom 80 (H): 0.0768, atom 81 (H): 0.0638, atom 82 (H): 0.0827, atom 83 (H): 0.0639, atom 84 (H): 0.0782, atom 85 (H): 0.0762, atom 86 (H): 0.0817, atom 87 (H): 0.0781, atom 88 (O): -0.2665, atom 89 (P): 0.5571, atom 90 (N): -0.2857, atom 91 (C): -0.1136, atom 92 (C): -0.0950, atom 93 (N): -0.3021, atom 94 (C): -0.1008, atom 95 (C): -0.0998, atom 96 (N): -0.2740, atom 97 (C): -0.1310, atom 98 (C): -0.0794, atom 99 (H): 0.0696

Record 2
Entry from OMol25: a 13-piece molecular cluster, C46H125N7O16 overall at a distorted geometry (the ωB97M-V functional and the def2-TZVPD basis).

Cartesian coordinates (Å):
C1 4.82 2.00 29.51
O1 5.31 2.48 28.28
C2 4.47 3.46 27.72
C3 4.97 3.77 26.32
N1 4.79 2.63 25.41
C4 5.32 2.97 24.09
C5 5.10 1.83 23.07
O2 5.01 2.42 21.81
C6 4.75 1.59 20.72
H1 5.51 1.28 29.96
H2 3.82 1.56 29.47
H3 4.79 2.86 30.19
H4 4.52 4.40 28.28
H5 3.43 3.12 27.65
H6 6.05 3.92 26.40
H7 4.46 4.66 25.93
H8 5.18 1.82 25.88
H9 6.41 3.11 24.09
H10 4.81 3.86 23.74
H11 4.24 1.25 23.43
H12 5.99 1.18 23.10
H13 4.47 2.08 19.79
H14 4.05 0.78 20.96
H15 5.68 1.11 20.37
C7 3.35 2.02 17.40
O3 2.42 2.86 18.05
C8 1.87 3.84 17.20
C9 0.87 4.66 18.00
N2 -0.17 3.77 18.52
C10 -1.06 4.40 19.50
C11 -1.96 3.39 20.14
O4 -2.55 4.05 21.25
C12 -3.41 3.18 21.98
H16 3.42 1.10 17.99
H17 4.33 2.50 17.29
H18 2.99 1.78 16.39
H19 1.40 3.44 16.29
H20 2.70 4.44 16.80
H21 0.45 5.46 17.38
H22 1.44 5.16 18.79
H23 0.41 3.04 18.92
H24 -1.57 5.30 19.13
H25 -0.40 4.81 20.28
H26 -1.41 2.54 20.53
H27 -2.74 3.07 19.44
H28 -4.24 2.92 21.31
H29 -3.82 3.74 22.82
H30 -2.90 2.29 22.36
C13 0.03 -4.42 14.82
O5 1.12 -5.03 15.51
C14 1.06 -4.82 16.91
C15 -0.06 -5.65 17.55
N3 -0.02 -5.53 19.00
C16 -1.13 -6.19 19.72
C17 -1.00 -6.07 21.23
O6 -0.12 -7.07 21.71
C18 0.21 -6.87 23.07
H31 -0.78 -5.13 14.66
H32 0.46 -4.10 13.87
H33 -0.25 -3.47 15.28
H34 0.97 -3.77 17.20
H35 1.94 -5.30 17.33
H36 0.07 -6.69 17.24
H37 -1.05 -5.35 17.16
H38 -0.10 -4.53 19.22
H39 -1.19 -7.24 19.45
H40 -2.06 -5.65 19.49
H41 -1.99 -6.14 21.73
H42 -0.77 -5.05 21.56
H43 0.64 -5.87 23.23
H44 1.01 -7.57 23.31
H45 -0.65 -7.04 23.72
C19 -2.14 -2.07 18.89
C20 -0.69 -1.66 19.15
C21 -0.56 -0.26 19.75
O7 0.70 -0.13 20.40
C22 0.95 1.20 20.76
N4 -0.09 -2.75 19.92
H46 -2.61 -2.25 19.87
H47 -2.22 -2.98 18.31
H48 -2.72 -1.25 18.48
H49 -0.20 -1.70 18.17
H50 -1.33 -0.15 20.53
H51 -0.75 0.52 19.00
H52 1.03 1.86 19.89
H53 1.91 1.23 21.27
H54 0.20 1.56 21.48
H55 0.87 -2.44 20.09
H56 -0.53 -2.78 20.84
C23 3.29 -5.40 21.22
C24 3.55 -6.69 20.44
C25 4.47 -7.63 21.19
O8 5.72 -7.03 21.45
C26 6.85 -7.82 21.20
N5 2.30 -7.36 20.10
H57 4.22 -4.89 21.51
H58 2.79 -5.62 22.17
H59 2.63 -4.69 20.72
H60 4.07 -6.42 19.51
H61 4.59 -8.57 20.65
H62 4.06 -7.95 22.16
H63 6.96 -8.58 22.00
H64 7.73 -7.19 21.34
H65 6.78 -8.33 20.24
H66 1.67 -6.66 19.73
H67 1.83 -7.63 20.96
C27 -6.50 1.74 16.89
C28 -5.12 1.75 17.52
C29 -5.12 0.93 18.81
O9 -5.89 1.57 19.82
C30 -5.94 0.80 20.98
N6 -4.12 1.15 16.65
H68 -7.30 1.87 17.61
H69 -6.72 0.89 16.23
H70 -6.50 2.55 16.15
H71 -4.90 2.79 17.79
H72 -4.08 0.74 19.12
H73 -5.58 -0.05 18.64
H74 -5.01 0.61 21.53
H75 -6.60 -0.07 20.87
H76 -6.47 1.39 21.74
H77 -3.18 1.50 16.88
H78 -4.30 1.39 15.68
C31 -7.40 -2.40 17.93
C32 -6.59 -2.54 16.63
C33 -5.07 -2.68 16.77
O10 -4.58 -3.03 15.49
C34 -3.17 -3.27 15.48
N7 -7.16 -3.66 15.88
H79 -8.40 -1.99 17.80
H80 -6.91 -1.76 18.66
H81 -7.47 -3.40 18.37
H82 -6.71 -1.64 16.01
H83 -4.90 -3.50 17.49
H84 -4.62 -1.74 17.10
H85 -2.99 -3.69 14.49
H86 -2.85 -4.04 16.19
H87 -2.68 -2.31 15.59
H88 -6.55 -3.91 15.12
H89 -8.10 -3.49 15.58
C35 -0.99 -0.11 15.68
C36 -0.40 1.24 16.07
O11 -1.41 2.02 16.71
H90 -0.13 -0.70 15.38
H91 -1.76 0.10 14.95
H92 -1.44 -0.56 16.57
H93 -0.07 1.83 15.22
H94 0.41 1.08 16.79
H95 -1.05 2.79 17.22
C37 3.52 -1.68 18.99
C38 4.17 -2.85 18.28
O12 5.19 -2.27 17.44
H96 2.86 -1.17 18.29
H97 4.22 -0.96 19.39
H98 2.88 -2.07 19.79
H99 3.49 -3.49 17.72
H100 4.63 -3.55 18.99
H101 5.39 -2.94 16.77
C39 -4.97 -4.26 20.48
C40 -5.26 -2.91 21.11
O13 -6.26 -3.02 22.09
H102 -5.80 -4.58 19.84
H103 -4.73 -5.01 21.23
H104 -4.17 -4.18 19.73
H105 -5.50 -2.12 20.38
H106 -4.35 -2.53 21.59
H107 -7.09 -3.31 21.70
C41 4.08 -1.72 23.54
C42 2.60 -1.55 23.26
O14 1.82 -2.15 24.30
H108 4.25 -1.25 24.51
H109 4.68 -1.25 22.76
H110 4.29 -2.79 23.59
H111 2.36 -2.02 22.30
H112 2.30 -0.50 23.14
H113 2.08 -1.77 25.15
C43 0.18 3.35 23.67
C44 1.64 3.24 24.04
O15 1.84 2.44 25.18
H114 -0.34 3.92 24.44
H115 -0.33 2.38 23.60
H116 -0.04 3.87 22.74
H117 1.97 4.27 24.23
H118 2.32 2.92 23.24
H119 2.80 2.38 25.33
C45 -1.97 -1.92 24.61
C46 -1.31 -3.16 24.02
O16 -0.52 -2.74 22.88
H120 -1.27 -1.29 25.17
H121 -2.71 -2.19 25.38
H122 -2.47 -1.27 23.90
H123 -2.12 -3.79 23.67
H124 -0.61 -3.59 24.73
H125 0.27 -2.36 23.28

Calculated values
* gap between HOMO and LUMO: 0.318 Eh
* E: -3414.48011 hartree
* HOMO: -8.3 eV
* F_max: 0.042 hartree/bohr
* energy relative to the best compared isomer or geometry (same formula, charge and spin): 0.0 kcal per mole
* LUMO level: 0.0151 hartree

Atom charges from the Löwdin analysis, given in e for atoms 1 to 99: atom 1 (C): -0.1067, atom 2 (O): -0.1870, atom 3 (C): -0.2370, atom 4 (C): -0.1924, atom 5 (N): -0.0815, atom 6 (C): -0.1887, atom 7 (C): -0.2296, atom 8 (O): -0.1704, atom 9 (C): -0.1096, atom 10 (H): 0.0865, atom 11 (H): 0.0891, atom 12 (H): 0.0891, atom 13 (H): 0.1268, atom 14 (H): 0.1233, atom 15 (H): 0.1246, atom 16 (H): 0.1245, atom 17 (H): 0.1230, atom 18 (H): 0.1216, atom 19 (H): 0.1216, atom 20 (H): 0.1023, atom 21 (H): 0.1259, atom 22 (H): 0.0685, atom 23 (H): 0.0647, atom 24 (H): 0.0969, atom 25 (C): -0.0884, atom 26 (O): -0.2132, atom 27 (C): -0.2314, atom 28 (C): -0.1762, atom 29 (N): -0.0709, atom 30 (C): -0.1729, atom 31 (C): -0.2112, atom 32 (O): -0.1944, atom 33 (C): -0.0885, atom 34 (H): 0.0679, atom 35 (H): 0.0964, atom 36 (H): 0.0921, atom 37 (H): 0.1107, atom 38 (H): 0.1295, atom 39 (H): 0.1262, atom 40 (H): 0.1237, atom 41 (H): 0.0670, atom 42 (H): 0.1331, atom 43 (H): 0.1194, atom 44 (H): 0.0944, atom 45 (H): 0.1237, atom 46 (H): 0.0727, atom 47 (H): 0.0932, atom 48 (H): 0.0836, atom 49 (C): -0.1039, atom 50 (O): -0.1759, atom 51 (C): -0.2327, atom 52 (C): -0.2122, atom 53 (N): -0.0791, atom 54 (C): -0.1733, atom 55 (C): -0.2290, atom 56 (O): -0.2019, atom 57 (C): -0.1029, atom 58 (H): 0.0869, atom 59 (H): 0.0897, atom 60 (H): 0.0738, atom 61 (H): 0.1101, atom 62 (H): 0.1175, atom 63 (H): 0.1286, atom 64 (H): 0.0961, atom 65 (H): 0.0547, atom 66 (H): 0.1264, atom 67 (H): 0.1016, atom 68 (H): 0.1188, atom 69 (H): 0.1003, atom 70 (H): 0.0780, atom 71 (H): 0.0863, atom 72 (H): 0.0901, atom 73 (C): -0.0463, atom 74 (C): -0.4101, atom 75 (C): -0.1706, atom 76 (O): -0.1806, atom 77 (C): -0.0879, atom 78 (N): 0.0692, atom 79 (H): 0.0739, atom 80 (H): 0.0662, atom 81 (H): 0.0641, atom 82 (H): 0.1202, atom 83 (H): 0.1324, atom 84 (H): 0.1166, atom 85 (H): 0.0686, atom 86 (H): 0.0732, atom 87 (H): 0.0760, atom 88 (H): 0.0565, atom 89 (H): 0.0565, atom 90 (C): -0.0582, atom 91 (C): -0.4318, atom 92 (C): -0.2151, atom 93 (O): -0.1984, atom 94 (C): -0.1199, atom 95 (N): 0.0580, atom 96 (H): 0.0703, atom 97 (H): 0.0681, atom 98 (H): 0.0625, atom 99 (H): 0.1351

> Which value of energy relative to the best compared isomer or geometry (same formula, charge and spin) does entry 1 give?

14.7 kcal per mole